(P)
DFT (ωB97M-V with the def2-TZVPD basis set) results for a cluster of 2 separate species, C2H5N2O in total.

Geometry as ORCA input:
```
! wB97M-V def2-TZVPD RIJCOSX def2/J DEFGRID3
* xyz 1 1
C 0.8509 -0.7483 0.1500
C 0.0040 0.1434 -0.6350
N -2.7158 -0.0443 0.3681
N 1.0631 0.6634 0.2973
O -3.6780 0.1180 -0.1622
H 0.1156 -1.2088 0.8616
H 1.6645 -1.3887 -0.3316
H -0.1610 0.3969 -1.6661
H 0.8736 1.1051 1.2167
H 1.9831 0.9633 -0.0986
*
```

Calculated values
**LUMO energy (spin up / spin down)**: -3.810 / -5.762 eV
**HOMO level (spin up / spin down)**: -14.783 / -12.234 eV
**Frontier orbital gap (spin up / spin down)**: 0.403 / 0.238 Ha


(Q)
DFT (ωB97M-V with the def2-TZVPD basis set) results for the ion C2H5N2O with charge +1.

Geometry as ORCA input:
```
! wB97M-V def2-TZVPD RIJCOSX def2/J DEFGRID3
* xyz 1 1
C -1.1429 -0.1065 0.1699
C 0.5222 -0.1019 0.4385
N 1.3918 -1.0397 -0.1391
N -0.2827 0.6423 -0.6900
O 2.1980 -1.6069 0.5701
H -1.5020 -0.9505 -0.2727
H -1.7955 0.6139 0.9121
H 0.8971 0.3768 1.3331
H -0.1344 0.4836 -1.7398
H -0.1514 1.6889 -0.5820
*
```

Calculated values
**LUMO energy (spin up / spin down)**: -5.743 / -5.743 eV
**HOMO level (spin up / spin down)**: -14.412 / -14.411 eV
**Frontier orbital gap (spin up / spin down)**: 0.319 / 0.319 Ha
**Structure (SMILES)**: O=N[C@@H]1C[NH2+]1


The least stable of them is (P).


(P)
DFT (ωB97M-V with the def2-TZVPD basis set) results for an isolated molecule of C5H8FN.

Geometry as ORCA input:
```
! wB97M-V def2-TZVPD RIJCOSX def2/J DEFGRID3
* xyz 0 1
C 0.0349 -0.6016 0.7751
C -1.2273 0.1401 0.3470
C -0.5438 0.7881 -0.8987
C 1.0495 0.5219 0.6805
C 0.6388 -1.0877 -0.5358
H -2.0627 -0.4901 0.1098
H -1.4204 0.9290 1.0650
H -0.9797 0.4856 -1.8342
H -0.6684 1.8744 -0.7722
H 2.0473 0.2072 0.9122
H 0.7761 1.5500 0.9318
H 1.5918 -1.5987 -0.5100
H -0.0279 -1.6366 -1.2667
N 0.8549 0.4059 -0.8278
F -0.0631 -1.4875 1.8239
*
```

Calculated values
**LUMO energy**: 1.025 eV
**HOMO level**: -9.474 eV
**Frontier orbital gap**: 0.386 Ha
**Structure (SMILES)**: FC12CCN(C1)C2


(Q)
DFT (ωB97M-V with the def2-TZVPD basis set) results for an isolated molecule of C5H8FN.

Geometry as ORCA input:
```
! wB97M-V def2-TZVPD RIJCOSX def2/J DEFGRID3
* xyz 0 1
C -1.2543 0.3390 -0.0337
C -0.4408 -0.9254 0.0188
C 0.8910 -1.0283 0.0212
C 1.9634 -0.0365 -0.0344
C 2.0121 1.2891 -0.0497
H -3.2077 0.4834 0.4267
H -2.8132 -1.0272 -0.0051
H -1.0694 0.9668 0.8693
H -0.9065 0.9297 -0.8975
H -0.9983 -1.8159 -0.0119
H 1.2503 -2.0814 0.0547
H 2.9982 1.7647 -0.0910
H 1.1157 1.8712 0.1184
N -2.6965 -0.0345 -0.2496
F 3.1562 -0.6946 -0.1361
*
```

Calculated values
**LUMO energy**: 0.744 eV
**HOMO level**: -9.098 eV
**Frontier orbital gap**: 0.362 Ha
**Structure (SMILES)**: C=C(F)/C=C\CN


The least stable of them is (P).